No. 1
Below is C30H48HfN2O2P as an isolated structure in a non-equilibrium geometry, with properties calculated with wB97M-V/def2-TZVPD.

Its total charge is +3.

The geometry in XYZ format:
```
84
C30H48HfN2O2P (wB97M-V/def2-TZVPD)
Hf 0.1131 -0.0044 -0.1130
N 1.3743 -1.8475 -1.0263
N 0.4564 -2.9527 -1.0301
C -0.8119 -2.5545 -0.4224
O -1.7482 -3.6382 -0.8524
O -1.1343 -1.3766 -0.9331
H 1.7653 -1.7743 -1.9685
H 2.1595 -2.0540 -0.4056
H 0.8984 -3.7894 -0.6645
C -2.0472 -4.1439 2.8505
C -1.4654 -3.9603 1.4581
C -2.4860 -4.1813 0.3434
C -0.8980 -2.5457 1.1525
C 0.4718 -2.2713 1.6796
C 0.9498 -1.0799 2.1472
C 2.3727 -1.1579 2.7298
C 3.3799 -0.0814 2.3238
C 2.3283 -1.3084 4.2621
C 0.0849 0.1324 2.0907
C -1.3662 -0.2284 2.0594
C -1.7923 -1.4256 1.5920
C -2.3664 0.7868 2.5848
C -2.6037 0.5345 4.0791
C -3.7050 0.7567 1.8362
C 0.5209 1.4598 2.6662
C 0.7447 1.5889 4.0315
C 1.2538 2.7532 4.5918
C 1.5636 3.8344 3.7851
C 1.2808 3.7666 2.4300
C 0.7339 2.6153 1.8618
P 0.1318 2.6325 0.1387
C -1.1125 4.0281 -0.1628
C -1.5588 3.9717 -1.6253
C -0.5362 5.4075 0.1677
C -2.3007 3.7477 0.7556
C 1.5476 2.5734 -1.0980
C 2.6177 1.6589 -0.5042
C 1.0263 1.9214 -2.3885
C 2.2001 3.9187 -1.4322
H -2.3846 -5.1701 2.9861
H -2.8926 -3.4782 3.0243
H -1.2866 -3.9363 3.6020
H -0.6580 -4.6839 1.3005
H -3.4015 -3.6059 0.4660
H -2.6980 -5.2216 0.1152
H -2.2857 -3.4021 -1.6347
H 1.1316 -3.1335 1.7215
H 2.7733 -2.1076 2.3661
H 3.0428 0.9233 2.5707
H 3.6473 -0.1446 1.2689
H 4.2987 -0.2589 2.8830
H 2.2897 -0.3454 4.7627
H 3.2412 -1.8034 4.5901
H 1.4843 -1.9199 4.5820
H -2.8606 -1.5978 1.5524
H -1.9270 1.7764 2.4641
H -3.0616 -0.4448 4.2255
H -3.2858 1.2886 4.4685
H -1.6849 0.5743 4.6587
H -4.2958 -0.1243 2.0894
H -3.5590 0.7863 0.7537
H -4.3047 1.6149 2.1370
H 0.5288 0.7507 4.6785
H 1.4194 2.8046 5.6596
H 1.9921 4.7315 4.2100
H 1.4829 4.6269 1.8066
H -0.7733 4.2922 -2.3096
H -2.3863 4.6703 -1.7541
H -1.9204 2.9806 -1.9114
H 0.3898 5.6174 -0.3618
H -0.3762 5.5279 1.2375
H -1.2621 6.1635 -0.1342
H -2.7754 2.7952 0.5205
H -3.0442 4.5322 0.6088
H -2.0126 3.7659 1.8078
H 2.3252 0.6045 -0.2285
H 3.0532 2.0510 0.4128
H 3.4148 1.4968 -1.2340
H 0.5828 0.8917 -2.2915
H 1.8509 1.7853 -3.0916
H 0.2534 2.5011 -2.8862
H 2.5471 4.4198 -0.5285
H 1.4978 4.5681 -1.9518
H 3.0605 3.7763 -2.0880
```

Results of the Mulliken charge analysis, in e, for atoms 1 through 6:
1. Hf 0.48
2. N -0.40
3. N -0.36
4. C -0.17
5. O -0.18
6. O -1.01

No. 2
Below is a 9-piece molecular cluster, C30H48O24 overall in a non-equilibrium geometry, with properties calculated with wB97M-V/def2-TZVPD.

Its structure (SMILES) is CCOC(C)=O.CCOC(C)=O.CCOC(C)=O.O=C1OCCO1.O=C1OCCO1.O=C1OCCO1.O=C1OCCO1.O=C1OCCO1.O=C1OCCO1. The energy above the lowest of the compared OMol25 structures with the same formula, charge and spin is 11.4 kcal/mol.

The geometry in XYZ format:
```
102
C30H48O24 (wB97M-V/def2-TZVPD)
C -0.1560 1.7154 -3.9554
C 1.3236 1.4223 -3.9372
O 1.9525 1.8971 -5.1318
C 3.2949 1.8759 -5.1445
C 3.7837 2.4800 -6.4158
O 3.9590 1.3630 -4.2989
H -0.2528 2.7981 -3.8708
H -0.7968 1.2337 -3.2231
H -0.6297 1.4398 -4.9023
H 1.8000 1.8671 -3.0630
H 1.5440 0.3590 -3.8022
H 4.8361 2.2618 -6.5876
H 3.8601 3.5680 -6.2987
H 3.0833 2.2719 -7.2163
C 1.7482 -6.4613 -1.2469
C 2.4405 -5.4026 -0.4397
O 2.2171 -4.0770 -0.9651
C 1.0951 -3.4791 -0.5984
C 1.0865 -1.9631 -0.8910
O 0.0914 -4.0422 -0.2197
H 1.9133 -6.2138 -2.3045
H 0.6701 -6.5193 -1.1335
H 2.2377 -7.4354 -1.2080
H 2.2886 -5.4795 0.6401
H 3.5231 -5.5493 -0.4620
H 1.9122 -1.7572 -1.5655
H 1.2547 -1.4400 0.0457
H 0.0813 -1.8442 -1.2809
C 0.8206 4.7282 -1.8141
C -0.5296 5.3521 -2.1499
O -0.5751 6.7795 -2.0110
C -1.3072 7.4491 -2.9213
C -1.4428 8.9002 -2.5406
O -1.8167 6.9857 -3.8939
H 0.6036 3.6637 -1.8800
H 1.2787 4.9397 -0.8515
H 1.4343 5.1665 -2.6062
H -0.9097 4.9317 -3.0819
H -1.3224 5.0263 -1.4628
H -2.2348 9.3163 -3.1588
H -0.5403 9.4911 -2.6866
H -1.7385 9.0145 -1.4978
O -1.3412 2.1525 -0.9708
C -1.2169 1.6398 0.0955
O -1.4567 2.2160 1.2983
C -1.2080 1.3128 2.3767
C -0.5814 0.1023 1.6780
O -0.7133 0.4132 0.3076
H -0.4617 1.7920 3.0038
H -2.1164 1.0121 2.8909
H -0.9690 -0.8815 1.9535
H 0.4692 -0.0978 1.9135
O -4.7739 2.4841 3.4693
C -4.7936 2.6034 2.2977
O -4.4364 1.6381 1.4147
C -4.8473 2.0359 0.1252
C -4.7555 3.5757 0.2624
O -5.0763 3.7383 1.6381
H -4.1859 1.7496 -0.6890
H -5.8876 1.7599 -0.0554
H -5.5533 3.9703 -0.3623
H -3.7622 3.8971 -0.0428
O -6.4423 -4.5625 -0.1661
C -5.3569 -4.2592 0.1962
O -4.3108 -5.1328 0.1513
C -3.1887 -4.5015 0.7424
C -3.4955 -3.0211 0.5593
O -4.9169 -3.0581 0.6194
H -3.1784 -4.7432 1.8159
H -2.2470 -4.9022 0.3765
H -3.1490 -2.7162 -0.4332
H -3.0603 -2.3624 1.3037
O 2.2658 -5.0709 3.6566
C 2.5439 -3.9383 3.9133
O 2.7243 -3.4420 5.1374
C 3.1412 -2.1108 5.0695
C 3.1330 -1.7329 3.5779
O 2.7332 -2.9910 2.9732
H 2.4479 -1.4811 5.6355
H 4.0826 -1.9578 5.6031
H 4.1226 -1.4173 3.2624
H 2.3885 -0.9621 3.4261
O 2.6366 0.2878 1.3664
C 3.3978 0.4481 0.4725
O 3.6944 1.6650 -0.0303
C 4.6866 1.5474 -1.0649
C 5.1345 0.0869 -0.9651
O 4.1273 -0.4937 -0.1437
H 4.2186 1.8641 -1.9867
H 5.5121 2.1859 -0.7575
H 6.0288 0.0338 -0.3340
H 5.3643 -0.4433 -1.8836
O -0.8479 -1.2008 4.4473
C -1.3048 -2.2999 4.4838
O -2.6107 -2.5706 4.3906
C -2.8876 -3.9369 4.7523
C -1.4677 -4.5104 4.9293
O -0.6105 -3.4410 4.6063
H -3.5526 -4.0108 5.6075
H -3.4073 -4.3474 3.8867
H -1.2412 -5.3611 4.2863
H -1.3225 -4.8868 5.9445
```

Results of the Mulliken charge analysis, in e, for atoms 1 through 6:
1. C -1.15
2. C 0.58
3. O -0.37
4. C 0.79
5. C -1.21
6. O -0.55

No. 3
Below is C30H48P2Sc as an isolated structure in a non-equilibrium geometry, with properties calculated with wB97M-V/def2-TZVPD.

The energy above the lowest of the compared OMol25 structures with the same formula, charge and spin is 0.0 kcal/mol. Its total charge is +1.

The geometry in XYZ format:
```
81
C30H48P2Sc (wB97M-V/def2-TZVPD)
Sc 1.0310 -1.3954 -0.7630
C -1.1823 0.3977 -1.0764
C -1.5337 -0.9340 -0.6556
C -0.4628 0.1591 1.0985
C -0.4236 1.0157 -0.0382
C -1.0986 -1.0669 0.7159
C -1.8356 1.2176 -2.1190
H -2.5601 0.6500 -2.7108
H -1.0835 1.6537 -2.7925
H -2.3907 2.0628 -1.6767
C 0.0332 2.4226 -0.0807
H -0.2969 2.9254 -0.9992
H 1.1289 2.4709 -0.0709
H -0.3312 2.9947 0.7854
C -0.2205 0.5350 2.5108
H -0.1290 1.6219 2.6287
H 0.6876 0.0598 2.9082
H -1.0483 0.2002 3.1564
C -1.6118 -2.0488 1.7026
H -2.4451 -1.6243 2.2891
H -0.8304 -2.3249 2.4206
H -1.9680 -2.9703 1.2300
C -2.5849 -1.7985 -1.2599
H -3.4904 -1.8262 -0.6249
H -2.2538 -2.8416 -1.3614
H -2.8693 -1.4582 -2.2641
C 2.8963 -1.5331 -3.1941
C 1.9880 -1.6855 -4.4017
C 1.2957 -3.0244 -4.7036
C 0.6077 -3.7955 -3.5791
C 0.4968 -3.0585 -2.2011
C 1.5340 -3.6303 -1.2102
C 2.9693 -3.8327 -1.7806
C 3.5893 -2.8409 -2.7446
H 2.0455 -3.6839 -5.1706
H 1.1030 -4.7641 -3.4480
H 0.5912 -2.8293 -5.5302
H 3.8433 -3.3873 -3.6724
H 3.7559 -0.9419 -3.5609
H 2.4945 -1.3486 -5.3078
H 4.5660 -2.5503 -2.3360
H 3.6510 -3.9556 -0.9327
H 1.1600 -4.6649 -1.0913
H 3.0105 -4.8082 -2.2956
H -0.4210 -3.9788 -3.9177
H -0.5155 -3.2089 -1.8275
P 1.1627 -0.0542 -4.0125
C 2.1232 1.2537 -4.7591
C -0.4881 -0.6234 -4.3867
P 1.4740 -3.5265 0.8248
C 2.0265 -0.4981 -2.4543
C 0.3003 -4.8094 1.3693
C 3.0382 -4.1783 1.4888
H 2.7807 1.7117 -3.9938
H 1.4298 2.0243 -5.1397
H 2.7309 0.8491 -5.5916
H -0.6715 -1.6334 -3.9850
H -0.6059 -0.6672 -5.4803
H -1.2575 0.0338 -3.9772
H 3.7904 -4.4671 0.7460
H 2.8199 -5.0451 2.1293
H 3.4497 -3.3714 2.1143
H 2.5781 0.2344 -1.8403
H 0.5837 -2.0166 -2.5591
H -0.2663 -4.3875 2.2037
H 0.8475 -5.6872 1.7198
H -0.4132 -5.0812 0.5874
C 2.7079 -0.3607 0.5780
C 3.3023 0.9860 0.7317
C 2.7439 1.9456 1.6015
C 3.2784 3.2348 1.7505
C 4.4648 3.5657 1.0852
C 5.0494 2.6300 0.2350
C 4.4598 1.3740 0.0065
H 3.4837 -1.0969 0.3124
H 2.1610 -0.6496 1.4956
H 1.8428 1.6944 2.1572
H 2.7665 3.9581 2.3829
H 4.9248 4.5462 1.2621
H 5.9798 2.8776 -0.2689
H 4.8909 0.6837 -0.7107
```

Results of the Mulliken charge analysis, in e, for atoms 1 through 6:
1. Sc -2.45
2. C 1.29
3. C 0.48
4. C 0.89
5. C 0.78
6. C 0.91

| no. | HOMO energy (eV) | energy (eV) |
| --- | --- | --- |
| 1 | -17.288 | -49533.429 |
| 2 | -10.295 | -81028.825 |
| 3 | -9.022 | -71156.853 |